DFT (ωB97M-V/def2-TZVPD) results for a structure of composition C31H51ClP2Zr at a distorted geometry.

The geometry in ORCA input format:
```
! wB97M-V def2-TZVPD RIJCOSX def2/J DEFGRID3
* xyz 2 1
Zr -0.080 0.041 -0.136
C -1.706 1.570 0.123
C -2.089 0.629 -0.943
C -1.915 -0.567 1.089
C -1.648 0.825 1.373
C -2.230 -0.699 -0.338
C -1.729 3.070 -0.016
H -1.397 3.432 -1.002
H -1.121 3.603 0.727
H -2.759 3.437 0.110
C -1.664 1.427 2.735
H -1.447 2.496 2.728
H -0.938 0.958 3.397
H -2.636 1.272 3.213
C -2.146 -1.649 2.107
H -3.216 -1.742 2.336
H -1.649 -1.439 3.060
H -1.816 -2.649 1.779
C -3.076 -1.842 -0.831
H -4.126 -1.605 -0.599
H -2.856 -2.784 -0.311
H -3.023 -2.050 -1.909
C -2.891 1.155 -2.087
H -3.817 1.572 -1.663
H -3.149 0.376 -2.806
H -2.383 1.968 -2.615
C 1.582 0.424 -3.397
C 0.552 1.308 -3.549
C -0.034 1.617 -4.910
C -0.922 0.458 -5.487
C -0.998 -0.803 -4.630
C 0.041 -1.647 -4.536
C 1.366 -1.379 -5.233
C 2.237 -0.253 -4.583
H 0.767 1.844 -5.641
H -0.480 0.175 -6.458
H -0.647 2.533 -4.829
H 2.500 0.482 -5.365
H 1.958 0.084 -2.433
H 0.029 1.791 -2.724
H 3.184 -0.702 -4.237
H 1.934 -2.325 -5.275
H -0.063 -2.626 -4.059
H 1.164 -1.083 -6.277
H -1.941 0.832 -5.703
H -1.976 -1.048 -4.199
P 1.814 1.848 0.619
C 1.400 2.623 2.189
H 2.287 3.213 2.408
H 1.259 1.940 3.027
H 0.520 3.263 2.127
C 3.472 1.230 0.851
H 3.990 2.094 1.267
H 3.913 0.945 -0.107
H 3.512 0.388 1.546
C 1.974 3.303 -0.402
H 2.446 3.053 -1.350
H 2.618 3.938 0.203
H 1.016 3.795 -0.575
P 1.031 -2.442 -0.227
C -0.217 -3.678 -0.656
H 0.410 -4.487 -1.027
H -0.979 -3.393 -1.384
H -0.706 -4.002 0.269
C 2.659 -2.639 -0.958
H 2.583 -2.782 -2.035
H 3.034 -3.533 -0.458
H 3.327 -1.800 -0.722
C 1.412 -3.216 1.343
H 1.608 -4.243 1.049
H 0.560 -3.199 2.020
H 2.292 -2.743 1.770
Cl 0.554 1.558 5.139
C 1.142 -0.073 5.149
C 1.404 -0.512 6.424
C 1.848 -1.802 6.703
C 2.012 -2.678 5.635
C 1.764 -2.295 4.344
C 1.381 -0.948 4.032
C 0.915 -0.639 2.726
H 1.268 0.159 7.263
H 2.054 -2.114 7.730
H 2.350 -3.694 5.811
H 1.890 -3.045 3.574
H 0.146 -1.355 2.312
H 0.581 0.391 2.544
*
```

Frontier orbital gap (alpha / beta), eV: 4.496 / 4.496
E_tot, hartree: -2401.04002
F_max, eV/A: 6.91

Löwdin analysis output, partial charges in e: atom 1 (Zr): 1.42, atom 2 (C): -0.33, atom 3 (C): -0.33, atom 4 (C): -0.32, atom 5 (C): -0.30, atom 6 (C): -0.30, atom 7 (C): -0.02, atom 8 (H): 0.09, atom 9 (H): 0.07, atom 10 (H): 0.11, atom 11 (C): -0.03, atom 12 (H): 0.08, atom 13 (H): 0.00, atom 14 (H): 0.12, atom 15 (C): -0.01, atom 16 (H): 0.12, atom 17 (H): 0.09, atom 18 (H): 0.08, atom 19 (C): -0.02, atom 20 (H): 0.12, atom 21 (H): 0.07, atom 22 (H): 0.09, atom 23 (C): -0.01, atom 24 (H): 0.12, atom 25 (H): 0.08, atom 26 (H): 0.08, atom 27 (C): -0.13, atom 28 (C): -0.12, atom 29 (C): -0.16, atom 30 (C): -0.15, atom 31 (C): -0.12, atom 32 (C): -0.12, atom 33 (C): -0.16, atom 34 (C): -0.16, atom 35 (H): 0.12, atom 36 (H): 0.11, atom 37 (H): 0.11, atom 38 (H): 0.12, atom 39 (H): 0.06, atom 40 (H): 0.07, atom 41 (H): 0.11, atom 42 (H): 0.11, atom 43 (H): 0.10, atom 44 (H): 0.11, atom 45 (H): 0.12, atom 46 (H): 0.09, atom 47 (P): 0.71, atom 48 (C): -0.26, atom 49 (H): 0.07, atom 50 (H): -0.05, atom 51 (H): 0.05, atom 52 (C): -0.24, atom 53 (H): 0.06, atom 54 (H): 0.05, atom 55 (H): 0.05, atom 56 (C): -0.24, atom 57 (H): 0.05, atom 58 (H): 0.06, atom 59 (H): 0.04, atom 60 (P): 0.74, atom 61 (C): -0.24, atom 62 (H): 0.06, atom 63 (H): 0.03, atom 64 (H): 0.05, atom 65 (C): -0.23, atom 66 (H): 0.05, atom 67 (H): 0.06, atom 68 (H): 0.06, atom 69 (C): -0.31, atom 70 (H): 0.07, atom 71 (H): 0.04, atom 72 (H): 0.05, atom 73 (Cl): 0.81, atom 74 (C): -0.55, atom 75 (C): -0.12, atom 76 (C): -0.04, atom 77 (C): -0.07, atom 78 (C): -0.04, atom 79 (C): -0.26, atom 80 (C): -0.08, atom 81 (H): 0.11, atom 82 (H): 0.12, atom 83 (H): 0.12, atom 84 (H): 0.07, atom 85 (H): 0.00, atom 86 (H): -0.05